No. 1
7
Properties=species:S:1:pos:R:3:mulliken_charge:R:1 method="wB97M-V/def2-TZVPD" molar_mass_g_mol=85.042 homo_lumo_gap_ev="8.696 / 7.380" homo_energy_ha="-0.6182 / -0.5707" total_charge=+1 spin_multiplicity=1 lumo_energy_ev="-8.127 / -8.150"
C 0.016 0.298 0.363 0.199
C 3.390 -0.130 0.008 0.522
N 2.284 0.413 0.068 0.013
N 1.749 1.594 -0.006 -0.088
O 4.265 -0.845 -0.026 -0.124
O 0.488 1.336 -0.089 0.155
H -0.876 -0.189 -0.028 0.323



No. 2
19
Properties=species:S:1:pos:R:3:mulliken_charge:R:1 method="wB97M-V/def2-TZVPD" molar_mass_g_mol=169.124 smiles="N/C(=N/P)Oc1ccccn1" homo_lumo_gap_ev=8.932 homo_energy_ha=-0.3039 spin_multiplicity=1 lumo_energy_ev=0.664
N -2.806 -1.678 0.658 -0.400
C -2.032 -0.694 0.284 0.537
N -2.448 0.475 0.082 -0.484
P -1.559 1.905 -0.397 -0.018
O -0.735 -1.264 -0.046 -0.418
C 0.431 -0.601 0.136 0.694
C 1.649 -1.087 -0.483 -0.386
C 2.869 -0.425 -0.341 -0.548
C 2.773 0.757 0.381 -0.249
C 1.537 1.124 0.955 -0.294
N 0.387 0.455 0.875 -0.517
H -3.810 -1.440 0.712 0.284
H -2.777 -2.669 0.358 0.253
H -2.629 2.403 -1.266 0.073
H -0.672 1.495 -1.577 0.020
H 1.425 -1.892 -1.126 0.419
H 3.523 -0.569 -1.111 0.388
H 3.510 1.639 0.399 0.260
H 1.364 2.066 1.507 0.387



No. 3
12
Properties=species:S:1:pos:R:3:mulliken_charge:R:1 method="wB97M-V/def2-TZVPD" molar_mass_g_mol=62.092 homo_lumo_gap_ev=9.888 homo_energy_ha=-0.5134 total_charge=+1 spin_multiplicity=1 lumo_energy_ev=-4.082
N 0.480 -0.597 1.925 -0.468
H 0.530 -1.267 1.232 0.329
H 0.505 0.305 1.439 0.346
H 1.185 -0.919 2.730 0.413
H -0.290 -0.542 2.525 0.358
C 0.818 0.906 -1.201 -0.660
C -0.465 0.579 -1.027 -0.026
O -0.939 -0.609 -0.387 -0.493
H 1.094 1.769 -1.859 0.228
H 1.744 0.349 -0.961 0.276
H -1.192 1.358 -1.034 0.361
H -1.549 -0.917 -1.072 0.335



Relative energy (zero: lowest compared OMol25 entry of this formula, charge and spin)
In order: 284.4 127.2 205.0
Unit: kJ/mol
Calculated total energy
In order: -9149.16701 -22156.56214 -5732.75987
Unit: eV